[1]
C44H45CrF5N9O7S2 as an isolated structure. Source: the Open Molecules 2025 dataset; level of theory: wB97M-V/def2-TZVPD.

XYZ file:
```
113
C44H45CrF5N9O7S2 wB97M-V/def2-TZVPD
H 3.81889 -0.59195 -1.26125
C -4.95814 -0.95243 -3.24277
H 0.57809 5.70770 2.12337
N 2.71397 0.38679 0.98356
H -5.55551 5.15893 -0.68399
H 1.30241 -4.88758 -2.71709
C 4.81169 -0.26356 1.96316
H 1.11941 0.37826 -2.61427
H -3.97353 -0.16820 2.83094
O 2.35455 -3.73325 -0.47504
H -0.46227 -3.81250 -4.08189
C -2.23725 1.47553 1.75586
H 0.36610 2.94351 -1.12158
C -0.70477 -2.15767 -2.74763
H -1.48687 -1.73238 -3.36141
H -5.73891 3.73266 -3.38557
H -2.97350 -0.94313 0.75897
C 0.48149 4.44612 0.38791
C 5.71504 -1.24275 -0.47621
C -0.12633 -3.33688 -3.16903
H -2.03111 -4.17709 2.78911
H 2.64733 1.13111 1.65764
H 6.07055 -1.60241 -1.43227
H -5.85937 5.48178 -3.09032
F -3.47271 0.78316 -3.40388
C -1.95684 0.03470 2.21397
C 0.48213 3.14079 -0.06972
H 1.79799 2.17424 4.62310
C 1.65781 3.59819 -5.77127
C -2.99234 -0.37622 3.26914
C -3.01314 -1.83013 3.76955
H 3.85056 1.29350 -4.58350
C 4.44367 -0.69025 -0.37952
C 0.87905 -3.94073 -2.41424
O 4.27037 0.24359 3.11092
H 5.47908 -0.61194 4.57420
O -2.26337 1.60265 0.49388
N 0.50347 0.73584 0.27420
C -5.34379 -2.18448 -2.75597
C 0.58979 3.30831 -4.94246
C 0.73884 3.63986 2.63172
O 0.88322 1.23877 3.00366
O 2.01505 0.54376 -2.99005
C -3.03704 -0.81664 -1.69804
C 1.85736 1.55962 -3.87657
F -4.85501 -3.99901 -1.33286
H 1.41128 -4.30712 2.11433
Cr -1.34632 0.17931 -0.86227
C 6.53304 -1.29234 0.63798
N 1.54702 -1.34298 0.05220
O -2.41170 2.32432 2.62481
H 1.78465 -3.04008 3.17044
C 5.12676 0.36479 4.23362
H -1.61446 -1.61158 5.37359
H 0.36973 5.25880 -0.31706
N -0.50409 -2.48754 3.90050
N -2.27641 2.57898 -1.94642
H 3.68768 3.09888 -6.27216
C 3.97479 -0.21329 0.83821
H -1.59453 -1.71413 1.15292
H -0.94518 0.03435 2.60781
C -0.47224 2.05703 -3.06464
H 2.45230 -1.77153 0.16717
H 6.73988 -0.82894 2.71942
H 0.03461 1.93820 4.76221
H -0.79297 -5.14360 2.12922
O -0.47506 0.90704 -2.44736
H -3.85188 -1.93468 4.46204
C 2.93968 1.86731 -4.69725
H 3.59119 -4.49532 -1.95384
C 0.67106 2.30170 -3.98146
H 0.80367 3.84730 3.68898
N -1.06347 -4.45517 2.81482
H -3.22555 -2.49874 2.92760
C 6.08717 -0.79496 1.85932
N -1.34078 2.99007 -2.88321
C 0.96649 1.50454 4.39011
C -3.82191 -0.33459 -2.74088
C -0.31721 -1.47878 -1.57526
C -3.30859 3.30625 -1.87711
S -3.60755 4.71125 -2.92544
C 1.53428 -0.03059 0.40681
H 2.61536 -5.70655 -1.08919
N 1.13845 -3.78173 2.94388
H 1.57485 4.37990 -6.51454
C 0.74336 2.33360 2.16396
H -6.72773 3.90796 -1.15806
C -5.70824 4.26919 -1.29439
H -2.02721 -3.28486 5.02448
C 0.60325 4.69513 1.74319
H 3.97998 -4.91365 -0.26755
H 1.15258 0.54681 4.87806
H 7.53109 -1.70364 0.56711
N -1.99934 -0.79751 1.00900
C -0.14728 -3.55160 3.19296
H 0.17799 -1.74772 3.98222
C 0.79604 -2.01545 -0.94887
C 2.83957 2.87712 -5.63594
H 4.53364 0.82448 5.01950
H -0.33967 3.85746 -5.01385
C 1.33598 -3.26412 -1.30791
C -1.79718 -2.32053 4.56625
C 0.60026 2.06528 0.79689
F -5.68116 -0.37258 -4.20939
F -6.43161 -2.80392 -3.22477
S -4.58861 2.96280 -0.71578
C -3.44641 -2.09009 -1.31265
C -4.55210 -2.77194 -1.79182
C 3.17465 -4.77461 -0.98477
C -5.40337 4.55219 -2.75008
F -2.71839 -2.85136 -0.42422
H -2.88498 0.29614 4.12250
H 5.98469 1.00150 4.00753
```

Results
* multiplicity: 2
* Kohn-Sham gap (spin up / spin down): 6.0 / 6.0 eV
* energy above the lowest of the compared OMol25 structures with the same formula, charge and spin: 0.165 eV
* molecular weight: 1023.02 g mol⁻¹

Results of the Mulliken charge analysis, in e, for atoms 1 through 2: number 1, H, carries 0.599; number 2, C, carries 0.086

=====

[2]
C44H45InN7OSSbSe4Si as an isolated structure. Source: the Open Molecules 2025 dataset; level of theory: wB97M-V/def2-TZVPD.

XYZ file:
```
105
C44H45InN7OSSbSe4Si wB97M-V/def2-TZVPD
H 6.96053 -2.29375 -2.23970
N -1.71969 -2.39709 -2.41613
Se -0.98417 -5.07511 0.91928
C 5.09260 1.73901 1.59224
H 6.43883 -1.75456 1.97180
C 6.87056 -2.05028 -0.10796
H 2.58835 1.86438 3.97454
H 3.44772 1.61810 -1.35888
C -5.36214 0.89386 2.39185
C -0.80532 3.32736 2.04114
C -2.42661 2.07008 -2.32345
H 5.59532 2.52167 -2.14739
H 1.61339 -1.88535 2.13792
C 5.00191 -1.73726 -1.59862
H -1.76310 3.23525 2.53379
H 2.42744 -3.22979 -3.56888
C -0.59234 3.52869 -2.93392
C -2.99334 -2.71522 -2.60619
H -7.10188 0.62079 3.62712
C -0.34841 4.57367 1.63628
Se -4.74213 -3.86625 0.95039
C 1.46575 -0.99335 5.39323
C -0.03297 2.19639 1.82268
H -3.68389 0.10868 -1.27443
N 0.89420 -1.70488 -2.02837
H 7.44076 2.91668 -0.54344
C -1.31137 -2.86473 -4.73316
H -2.41697 4.63127 -1.30998
H 4.08447 -1.24811 1.62261
H -0.08604 2.66204 -3.35088
H 4.96444 1.51046 2.64499
C -3.51637 -3.11316 -3.82657
Sb -3.51663 -5.90402 1.64015
C -4.43740 -1.41599 3.56028
H -0.41675 4.39543 -3.57427
H -5.27822 0.81330 -1.60549
N -3.68555 1.69062 -2.64464
Se -3.27116 -5.88215 4.13635
N -2.44764 -1.40919 2.44561
H 1.98820 -2.03720 -4.78082
H -0.41695 1.23153 2.13573
N -3.70343 -2.51795 3.91483
C 1.66963 3.55503 0.82659
H -3.80570 4.30060 -2.36055
C 4.04650 1.50233 0.70457
C 4.15703 -1.41464 -0.52435
H -0.63390 -2.88258 -5.57559
C 6.49024 2.53087 -0.19511
H 1.99978 0.93537 6.17300
H 2.64603 3.66676 0.37150
C 2.73920 -1.13937 -0.77834
C 1.58814 -2.82915 -4.13585
H 1.17674 -3.61661 -4.76407
C 6.04431 -1.74680 0.96273
C 4.70787 -1.43782 0.75947
C 1.36394 -1.78337 4.25844
N -2.02781 3.29028 -2.90005
C 4.24658 1.79910 -0.64643
H -5.75964 1.78935 1.92838
In -0.92434 -1.80757 -0.02735
H -1.82632 -3.25773 3.28463
C -4.44437 2.27355 -3.73229
H 1.26142 5.65869 0.71929
H -3.62871 -2.66981 -1.72429
C 2.26746 0.82999 4.04883
H -3.99380 -3.38019 4.37617
C -2.55347 -2.46353 3.20885
O 1.99266 -0.39975 0.11965
H -0.17847 3.71637 -1.93720
H -6.30636 -1.49816 4.64171
C 0.88968 4.68666 1.02324
H -3.54159 0.90324 1.22823
C -4.32011 0.52724 -2.04630
C -2.64053 -3.15577 -4.91471
C -0.83174 -2.51465 -3.44320
H 7.91064 -2.30311 0.05540
C -3.63607 -0.72507 2.63255
H -4.48877 -0.23471 -2.80916
H -3.80988 2.91739 -4.33338
H -3.00275 -3.42973 -5.89997
C -6.13101 0.22349 3.35560
C 1.71776 -1.26401 3.02030
C 2.17239 0.05089 2.89277
C 6.33119 -2.04727 -1.39222
H 7.11148 2.41659 1.85540
H -4.83012 1.46790 -4.36144
H 1.16903 -1.39026 6.35594
C 6.30606 2.24821 1.15058
H -4.55897 -3.38295 -3.91683
C -2.72897 4.44694 -2.34612
S -1.42521 1.20448 -1.32516
H 0.99488 -2.79847 4.33056
H 4.58178 -1.73734 -2.59486
C -5.69068 -0.95048 3.94017
C -4.12006 0.42101 2.00724
H -5.30076 2.84599 -3.36001
H -2.49019 5.32680 -2.94575
C 5.45669 2.30716 -1.09469
C 1.92673 0.31323 5.28912
C 0.55373 -2.31207 -3.17709
Si 2.37332 0.80173 1.18981
Se -0.55913 -6.49661 -0.76676
H -0.95644 5.45518 1.80372
N 2.21499 -1.68555 -1.81988
C 1.22400 2.28882 1.21493
```

Results
* charge: -2
* multiplicity: 1
* Kohn-Sham gap (spin up / spin down): 4.2 / 4.7 eV
* energy above the lowest of the compared OMol25 structures with the same formula, charge and spin: 1.820 eV
* molecular weight: 1300.46 g mol⁻¹

Results of the Mulliken charge analysis, in e, for atoms 1 through 2: number 1, H, carries 0.377; number 2, N, carries 0.466